DFT (ωB97M-V/def2-TZVPD) results for a cluster of 4 separate species, C10H22BrO3P in total.

The calculation puts the energy above the lowest of the compared OMol25 structures with the same formula, charge and spin at 0.00 kJ/mol. The SMILES is CC(C)=O.CC(C)=O.CC(C)=O.CPBr. The calculation puts the molecular weight at 301.16 g mol⁻¹. Its calculated total energy is -3535.3129 Eh. The highest occupied orbital energy comes out at -0.3395 Eh. The LUMO energy comes out at 0.57 eV.

Last columns: bonded neighbours and bond lengths (Å).
Element x y z (Å)
1 C -4.6677 2.3001 -0.1645  C2 1.507, H5 1.086, H6 1.092, H7 1.093
2 C -3.5339 1.3668 0.1723  C1 1.507, C3 1.508, O4 1.211
3 C -3.8139 -0.1107 0.0596  C2 1.508, H8 1.092, H9 1.092, H10 1.087
4 O -2.4528 1.7813 0.5261  C2 1.211
5 H -4.3504 3.3319 -0.0489  C1 1.086
6 H -5.0235 2.1250 -1.1819  C1 1.092
7 H -5.5117 2.1052 0.5015  C1 1.093
8 H -4.1360 -0.3523 -0.9557  C3 1.092
9 H -4.6409 -0.3806 0.7199  C3 1.092
10 H -2.9278 -0.6871 0.3131  C3 1.087
11 C 0.4769 0.4206 -0.0244  C12 1.505, H15 1.085, H16 1.092, H17 1.092
12 C 0.7144 -0.8140 -0.8509  C11 1.505, C13 1.510, O14 1.210
13 C 1.7490 -0.7059 -1.9451  C12 1.510, H18 1.092, H19 1.092, H20 1.087
14 O 0.1092 -1.8436 -0.6564  C12 1.210
15 H -0.2789 0.2384 0.7331  C11 1.085
16 H 1.4097 0.7489 0.4401  C11 1.092
17 H 0.1410 1.2417 -0.6611  C11 1.092
18 H 2.7182 -0.4361 -1.5206  C13 1.092
19 H 1.4835 0.0928 -2.6406  C13 1.092
20 H 1.8250 -1.6500 -2.4783  C13 1.087
21 C 4.6447 -3.0909 -1.2303  C22 1.509, H25 1.087, H26 1.092, H27 1.092
22 C 5.7116 -2.9462 -2.2875  C21 1.509, C23 1.509, O24 1.208
23 C 6.0775 -4.1982 -3.0467  C22 1.509, H28 1.092, H29 1.092, H30 1.086
24 O 6.2401 -1.8843 -2.5156  C22 1.208
25 H 4.4699 -2.1329 -0.7483  C21 1.087
26 H 3.7186 -3.4581 -1.6775  C21 1.092
27 H 4.9464 -3.8296 -0.4850  C21 1.092
28 H 5.1931 -4.6048 -3.5417  C23 1.092
29 H 6.4255 -4.9664 -2.3531  C23 1.092
30 H 6.8489 -3.9801 -3.7799  C23 1.086
31 C -3.4292 3.6341 5.2555  P32 1.847, H34 1.088, H35 1.090, H36 1.092
32 P -3.3995 3.0887 3.4908  C31 1.847, Br33 2.244, H37 1.411
33 Br -4.2886 4.9047 2.5172  P32 2.244
34 H -2.5931 4.2817 5.5104  C31 1.088
35 H -4.3538 4.1749 5.4578  C31 1.090
36 H -3.4241 2.7550 5.9028  C31 1.092
37 H -2.0772 3.4798 3.1937  P32 1.411


DFT (ωB97M-V/def2-TZVPD) results for a cluster of 3 separate species, C23H39N5O2S in total at a distorted geometry.

The SMILES is CCOc1ccc(N=C=O)c2ncc(S)nc12.CCN(CC)CC.CCN(CC)CC. The calculation puts the molecular weight at 449.66 g mol⁻¹. Its calculated total energy is -1722.1628 Eh. The highest occupied orbital energy comes out at -0.3004 Eh. The LUMO energy comes out at -0.62 eV.

Last columns: bonded neighbours and bond lengths (Å).
Element x y z (Å)
1 C 2.7126 -2.8201 -3.1237  C2 1.552, H18 1.100, H19 1.108, H20 1.100
2 C 3.8301 -1.7432 -3.0892  C1 1.552, O3 1.462, H21 1.107, H22 1.106
3 O 5.1616 -2.3249 -3.2488  C2 1.462, C4 1.385
4 C 5.9603 -1.7559 -2.2705  O3 1.385, C5 1.370, C17 1.448
5 C 6.2681 -2.4838 -1.1511  C4 1.370, C6 1.439, H23 1.096
6 C 7.0634 -1.8993 -0.1044  C5 1.439, C7 1.375, H24 1.092
7 C 7.5006 -0.6051 -0.2650  C6 1.375, N8 1.461, C11 1.431
8 N 8.3086 -0.0372 0.8115  C7 1.461, C9 1.229
9 C 7.5936 0.3661 1.7265  N8 1.229, O10 1.173
10 O 6.9858 0.9085 2.5699  C9 1.173
11 C 7.2159 0.1598 -1.4402  C7 1.431, N12 1.367, C17 1.413
12 N 7.7090 1.4315 -1.5291  C11 1.367, C13 1.306
13 C 7.4260 2.0316 -2.6536  N12 1.306, C14 1.448, H25 1.094
14 C 6.6212 1.4057 -3.6811  C13 1.448, S15 1.814, N16 1.306
15 S 6.3157 2.3587 -5.1943  C14 1.814, H26 1.357
16 N 6.0855 0.2150 -3.6444  C14 1.306, C17 1.368
17 C 6.4362 -0.4034 -2.4758  C4 1.448, C11 1.413, N16 1.368
18 H 3.1051 -3.8362 -3.2745  C1 1.100
19 H 2.2356 -2.8214 -2.1241  C1 1.108
20 H 1.9464 -2.5222 -3.8548  C1 1.100
21 H 3.6953 -0.9393 -3.8376  C2 1.107
22 H 3.7941 -1.2380 -2.1055  C2 1.106
23 H 5.8902 -3.5104 -1.0864  C5 1.096
24 H 7.2887 -2.4973 0.7813  C6 1.092
25 H 7.8142 3.0422 -2.8090  C13 1.094
26 H 6.0092 3.6198 -4.7965  S15 1.357
27 C 1.1137 -0.1071 -0.4265  C28 1.522, H34 1.092, H35 1.092, H36 1.091
28 C 0.1422 -0.1477 -1.5969  C27 1.522, N29 1.451, H37 1.094, H38 1.101
29 N -1.1787 -0.6436 -1.2571  C28 1.451, C30 1.456, C32 1.454
30 C -2.0094 -0.9054 -2.4237  N29 1.456, C31 1.532, H39 1.094, H40 1.095
31 C -2.4106 0.2856 -3.3006  C30 1.532, H41 1.089, H42 1.093, H43 1.091
32 C -1.8487 0.0310 -0.1567  N29 1.454, C33 1.533, H44 1.094, H45 1.094
33 C -2.0994 1.5380 -0.2881  C32 1.533, H46 1.091, H47 1.093, H48 1.089
34 H 1.2274 -1.0950 0.0251  C27 1.092
35 H 2.0964 0.2174 -0.7753  C27 1.092
36 H 0.7986 0.5950 0.3470  C27 1.091
37 H 0.5768 -0.8074 -2.3533  C28 1.094
38 H 0.0992 0.8550 -2.0486  C28 1.101
39 H -2.9157 -1.4288 -2.1054  C30 1.094
40 H -1.4771 -1.6254 -3.0546  C30 1.095
41 H -3.2009 0.8783 -2.8422  C31 1.089
42 H -2.8027 -0.0822 -4.2522  C31 1.093
43 H -1.5677 0.9395 -3.5282  C31 1.091
44 H -1.2650 -0.1368 0.7531  C32 1.094
45 H -2.8012 -0.4692 0.0425  C32 1.094
46 H -1.2428 2.0734 -0.7002  C33 1.091
47 H -2.3037 1.9596 0.6998  C33 1.093
48 H -2.9718 1.7495 -0.9050  C33 1.089
49 C -6.9330 -0.3959 5.6671  C50 1.522, H56 1.092, H57 1.091, H58 1.091
50 C -6.2580 0.7741 4.9659  C49 1.522, N51 1.452, H59 1.094, H60 1.100
51 N -5.0559 0.4098 4.2373  C50 1.452, C52 1.455, C54 1.455
52 C -4.2917 1.5611 3.7813  N51 1.455, C53 1.532, H61 1.094, H62 1.095
53 C -4.9381 2.4859 2.7443  C52 1.532, H63 1.089, H64 1.093, H65 1.091
54 C -5.1988 -0.6633 3.2656  N51 1.455, C55 1.533, H66 1.094, H67 1.094
55 C -6.2103 -0.4691 2.1295  C54 1.533, H68 1.091, H69 1.093, H70 1.089
56 H -6.2470 -0.8873 6.3594  C49 1.092
57 H -7.7889 -0.0361 6.2408  C49 1.091
58 H -7.3074 -1.1390 4.9612  C49 1.091
59 H -5.9886 1.5028 5.7355  C50 1.094
60 H -6.9982 1.2673 4.3179  C50 1.100
61 H -3.3273 1.2178 3.3941  C52 1.094
62 H -4.0414 2.1633 4.6611  C52 1.095
63 H -4.9204 2.0482 1.7469  C53 1.089
64 H -4.3722 3.4196 2.6907  C53 1.093
65 H -5.9670 2.7451 2.9968  C53 1.091
66 H -5.4650 -1.5775 3.8033  C54 1.094
67 H -4.2193 -0.8850 2.8319  C54 1.094
68 H -7.1492 -0.0329 2.4736  C55 1.091
69 H -6.4451 -1.4380 1.6819  C55 1.093
70 H -5.8090 0.1545 1.3315  C55 1.089


What did the first record say?
DFT (ωB97M-V/def2-TZVPD) results for a cluster of 4 separate species, C10H22BrO3P in total.

The calculation puts the energy above the lowest of the compared OMol25 structures with the same formula, charge and spin at 0.00 kJ/mol. The SMILES is CC(C)=O.CC(C)=O.CC(C)=O.CPBr. The calculation puts the molecular weight at 301.16 g mol⁻¹. Its calculated total energy is -3535.3129 Eh. The highest occupied orbital energy comes out at -0.3395 Eh. The LUMO energy comes out at 0.57 eV.

Last columns: bonded neighbours and bond lengths (Å).
Element x y z (Å)
1 C -4.6677 2.3001 -0.1645  C2 1.507, H5 1.086, H6 1.092, H7 1.093
2 C -3.5339 1.3668 0.1723  C1 1.507, C3 1.508, O4 1.211
3 C -3.8139 -0.1107 0.0596  C2 1.508, H8 1.092, H9 1.092, H10 1.087
4 O -2.4528 1.7813 0.5261  C2 1.211
5 H -4.3504 3.3319 -0.0489  C1 1.086
6 H -5.0235 2.1250 -1.1819  C1 1.092
7 H -5.5117 2.1052 0.5015  C1 1.093
8 H -4.1360 -0.3523 -0.9557  C3 1.092
9 H -4.6409 -0.3806 0.7199  C3 1.092
10 H -2.9278 -0.6871 0.3131  C3 1.087
11 C 0.4769 0.4206 -0.0244  C12 1.505, H15 1.085, H16 1.092, H17 1.092
12 C 0.7144 -0.8140 -0.8509  C11 1.505, C13 1.510, O14 1.210
13 C 1.7490 -0.7059 -1.9451  C12 1.510, H18 1.092, H19 1.092, H20 1.087
14 O 0.1092 -1.8436 -0.6564  C12 1.210
15 H -0.2789 0.2384 0.7331  C11 1.085
16 H 1.4097 0.7489 0.4401  C11 1.092
17 H 0.1410 1.2417 -0.6611  C11 1.092
18 H 2.7182 -0.4361 -1.5206  C13 1.092
19 H 1.4835 0.0928 -2.6406  C13 1.092
20 H 1.8250 -1.6500 -2.4783  C13 1.087
21 C 4.6447 -3.0909 -1.2303  C22 1.509, H25 1.087, H26 1.092, H27 1.092
22 C 5.7116 -2.9462 -2.2875  C21 1.509, C23 1.509, O24 1.208
23 C 6.0775 -4.1982 -3.0467  C22 1.509, H28 1.092, H29 1.092, H30 1.086
24 O 6.2401 -1.8843 -2.5156  C22 1.208
25 H 4.4699 -2.1329 -0.7483  C21 1.087
26 H 3.7186 -3.4581 -1.6775  C21 1.092
27 H 4.9464 -3.8296 -0.4850  C21 1.092
28 H 5.1931 -4.6048 -3.5417  C23 1.092
29 H 6.4255 -4.9664 -2.3531  C23 1.092
30 H 6.8489 -3.9801 -3.7799  C23 1.086
31 C -3.4292 3.6341 5.2555  P32 1.847, H34 1.088, H35 1.090, H36 1.092
32 P -3.3995 3.0887 3.4908  C31 1.847, Br33 2.244, H37 1.411
33 Br -4.2886 4.9047 2.5172  P32 2.244
34 H -2.5931 4.2817 5.5104  C31 1.088
35 H -4.3538 4.1749 5.4578  C31 1.090
36 H -3.4241 2.7550 5.9028  C31 1.092
37 H -2.0772 3.4798 3.1937  P32 1.411


Which of these has the lowest LUMO energy? C23H39N5O2S